(1)
Here is C20H24IN2NiO2S3 as an isolated structure from OMol25. Energies are from the ωB97M-V functional and the def2-TZVPD basis.

Atoms and positions in Å:
Ni -1.097 0.643 -1.785
C -2.908 -3.506 -0.975
C -3.023 -2.518 0.129
N -3.534 -2.867 1.264
C -3.640 -2.052 2.304
C -3.202 -0.745 2.253
C -3.227 0.120 3.489
O -1.931 0.326 4.002
C -2.637 -0.283 1.048
C -2.146 1.052 0.884
N -1.482 1.378 -0.161
C -0.911 2.566 -0.568
C -0.571 3.705 0.159
C 0.013 4.744 -0.545
C 0.225 4.655 -1.913
C -0.094 3.504 -2.636
C -0.642 2.453 -1.936
I -0.291 -0.043 -3.923
C -2.530 -1.163 -0.080
O -2.055 -0.847 -1.207
H -3.277 -4.470 -0.637
H -1.869 -3.591 -1.292
H -3.478 -3.174 -1.842
H -4.079 -2.473 3.195
H -3.780 -0.380 4.287
H -3.719 1.082 3.276
H -1.396 0.803 3.357
H -2.377 1.796 1.648
H -0.743 3.775 1.223
H 0.302 5.643 -0.020
H 0.671 5.486 -2.438
H 0.095 3.457 -3.697
C 4.485 -0.287 -1.113
C 3.754 1.008 -1.384
S 1.967 0.923 -1.027
C 1.937 0.640 0.784
C 1.613 -0.811 1.141
S 0.734 -1.650 -0.234
C 1.795 -3.074 -0.648
C 3.296 -2.866 -0.808
S 3.775 -1.667 -2.101
H 4.451 -0.558 -0.059
H 5.527 -0.177 -1.417
H 3.792 1.258 -2.443
H 4.174 1.830 -0.803
H 1.165 1.311 1.159
H 2.898 0.953 1.189
H 0.967 -0.864 2.020
H 2.512 -1.386 1.339
H 1.368 -3.426 -1.588
H 1.634 -3.827 0.127
H 3.708 -3.826 -1.124
H 3.779 -2.582 0.127

Results
total charge = +1
multiplicity = 3
E_LUMO (alpha / beta) = -3.7 / -6.8 eV
HOMO level (alpha / beta) = -10.86 / -10.81 eV
gap between HOMO and LUMO (alpha / beta) = 7.11 / 3.99 eV

***

(2)
Here is one molecule with the formula C20H24N2O2S from OMol25. Energies are from the ωB97M-V functional and the def2-TZVPD basis.

Atoms and positions in Å:
O -1.644 1.854 -0.128
O -4.735 -2.111 1.811
C -2.242 0.962 0.432
C -5.479 2.832 1.361
C -6.395 1.894 1.146
C -4.124 2.547 1.092
C 0.482 -1.616 1.520
C -5.918 0.567 0.730
C -0.273 -2.720 1.785
C -3.632 1.272 0.801
C -1.603 -0.343 0.862
C -0.155 -0.433 1.042
C -4.679 0.208 0.671
C -2.404 -1.559 1.074
C -1.642 -2.713 1.355
N 0.647 0.730 0.819
N 3.430 0.816 -1.579
S -4.153 -1.558 0.579
C -2.238 -4.067 1.301
C 5.678 1.928 -2.060
C 4.094 -1.628 -1.488
C 4.157 2.000 -2.135
C 3.597 -0.477 -2.383
C 2.104 0.694 0.532
C 2.191 1.149 -0.874
H -5.847 3.789 1.628
H -7.462 1.919 1.211
H -3.498 3.388 1.269
H 1.551 -1.707 1.752
H -6.739 -0.179 0.645
H 0.133 -3.616 2.079
H 0.123 1.662 0.643
H -3.027 -4.130 0.637
H -2.674 -4.304 2.344
H -1.565 -4.859 0.963
H 5.974 2.818 -2.508
H 6.125 1.069 -2.503
H 6.053 1.647 -1.133
H 4.757 -2.361 -1.932
H 3.234 -2.207 -1.158
H 4.620 -1.069 -0.665
H 3.892 2.846 -1.553
H 3.870 2.059 -3.187
H 2.663 -0.736 -2.908
H 4.228 -0.338 -3.276
H 2.637 1.357 1.244
H 2.483 -0.301 0.489
H 1.380 0.700 -1.426
H 2.025 2.324 -0.921

Results
energy above the lowest of the compared OMol25 structures with the same formula, charge and spin = 155.5 kcal/mol
E_LUMO = -0.4 eV
HOMO level = -7.59 eV
gap between HOMO and LUMO = 7.22 eV

***

(3)
Here is one molecule with the formula C20H24N2O3 from OMol25. Energies are from the ωB97M-V functional and the def2-TZVPD basis.

Atoms and positions in Å:
C -6.038 -1.811 -0.445
O -5.497 -0.541 -0.180
C -4.142 -0.417 -0.121
C -3.236 -1.439 -0.324
C -1.860 -1.222 -0.245
C -1.389 0.045 0.045
C -2.297 1.083 0.260
C -3.659 0.877 0.180
O -4.614 1.831 0.374
C -4.197 3.136 0.683
H -3.638 3.170 1.625
H -3.584 3.566 -0.117
H -5.110 3.719 0.788
H -1.912 2.061 0.501
C 0.092 0.362 0.137
N 0.897 -0.843 0.153
C 1.573 -1.285 1.251
O 1.743 -2.470 1.484
N 2.083 -0.329 2.124
H 2.546 -0.819 2.881
C 2.822 0.847 1.694
C 3.845 0.598 0.608
C 4.193 1.636 -0.250
C 5.131 1.443 -1.247
C 5.733 0.206 -1.403
C 5.395 -0.831 -0.551
C 4.461 -0.636 0.451
H 4.209 -1.458 1.104
H 5.862 -1.798 -0.664
H 6.462 0.052 -2.185
H 5.390 2.259 -1.906
H 3.727 2.604 -0.131
H 2.133 1.625 1.355
H 3.333 1.240 2.580
C 0.475 -1.852 -0.799
C -0.913 -2.371 -0.441
H -1.280 -3.043 -1.218
H -0.839 -2.941 0.491
H 1.205 -2.661 -0.775
H 0.470 -1.398 -1.793
C 0.512 1.274 -1.028
H 0.161 0.867 -1.973
H 0.083 2.264 -0.907
H 1.596 1.356 -1.067
H 0.254 0.882 1.085
H -3.580 -2.436 -0.549
H -5.737 -2.180 -1.432
H -7.118 -1.680 -0.425
H -5.748 -2.541 0.318

Results
energy above the lowest of the compared OMol25 structures with the same formula, charge and spin = 43.0 kcal/mol
SMILES = COc1cc2c(cc1OC)[C@H](C)N(C(=O)NCc1ccccc1)CC2
E_LUMO = 0.7 eV
HOMO level = -7.89 eV
gap between HOMO and LUMO = 8.62 eV

***

(4)
Here is one molecule with the formula C20H24N2O3S from OMol25. Energies are from the ωB97M-V functional and the def2-TZVPD basis.

Atoms and positions in Å:
C -5.756 -0.250 -0.825
C -5.211 0.273 -2.151
O -3.820 0.077 -2.285
C -2.955 0.881 -1.611
C -3.294 1.996 -0.861
C -2.319 2.749 -0.223
C -0.984 2.414 -0.345
C -0.632 1.301 -1.108
C -1.591 0.524 -1.728
O -1.341 -0.583 -2.483
C -0.038 -1.121 -2.511
C 0.345 -1.824 -1.209
H 0.370 -1.120 -0.381
H -0.385 -2.596 -0.981
H 1.325 -2.283 -1.312
H 0.699 -0.348 -2.764
H -0.066 -1.848 -3.327
H 0.415 1.061 -1.193
C 0.078 3.173 0.375
H -0.249 4.175 0.646
H 1.016 3.204 -0.175
S 0.472 2.363 1.985
C 1.702 1.214 1.514
N 2.198 1.280 0.291
C 3.137 0.428 -0.089
C 3.622 -0.561 0.764
C 3.126 -0.649 2.056
C 2.143 0.262 2.456
C 1.601 0.246 3.758
N 1.157 0.270 4.815
C 3.599 -1.715 3.014
O 2.552 -2.486 3.549
C 1.895 -3.286 2.599
H 2.596 -3.974 2.109
H 1.396 -2.684 1.830
H 1.148 -3.857 3.147
H 4.333 -2.362 2.507
H 4.077 -1.245 3.880
H 4.377 -1.250 0.419
C 3.646 0.569 -1.487
H 4.717 0.765 -1.477
H 3.140 1.391 -1.985
H 3.478 -0.351 -2.046
H -2.612 3.600 0.373
H -4.325 2.293 -0.755
H -5.471 1.330 -2.291
H -5.643 -0.297 -2.978
H -5.315 0.282 0.015
H -5.521 -1.306 -0.723
H -6.835 -0.124 -0.796

Results
energy above the lowest of the compared OMol25 structures with the same formula, charge and spin = 73.7 kcal/mol
SMILES = CCOc1ccc(CSc2nc(C)cc(COC)c2C#N)cc1OCC
E_LUMO = 0.1 eV
HOMO level = -7.88 eV
gap between HOMO and LUMO = 8.03 eV

***

| no. | E_tot (Ha) |
| --- | --- |
| 1 | -4036.73491 |
| 2 | -1434.51610 |
| 3 | -1111.75933 |
| 4 | -1509.89836 |